(1)
A cluster of 17 separate species, C86H219N13O28 in total in a non-equilibrium geometry. Source: the Open Molecules 2025 dataset; level of theory: ωB97M-V/def2-TZVPD.

As for the gap between HOMO and LUMO: 0.3282 hartree. For the HOMO energy, the calculation gives -8.46 eV.

Structure (XYZ):
```
346
C86H219N13O28 ωB97M-V/def2-TZVPD
C -2.650 0.973 -1.872
C -2.524 -0.174 -2.851
C -3.519 -0.154 -3.988
O -1.284 -0.015 -3.518
H -3.570 0.981 -1.287
H -2.614 1.929 -2.394
H -1.816 1.067 -1.176
H -2.623 -1.087 -2.264
H -3.398 -1.031 -4.624
H -3.373 0.801 -4.493
H -4.545 -0.189 -3.622
H -0.520 -0.093 -2.943
C 3.495 5.479 0.611
C 4.890 5.980 0.859
C 5.290 6.063 2.386
O 5.848 5.123 0.351
H 2.819 5.891 1.360
H 3.403 4.396 0.687
H 3.161 5.727 -0.397
H 4.979 7.000 0.485
H 4.500 6.638 2.869
H 6.213 6.642 2.412
H 5.435 5.067 2.803
H 5.789 4.272 0.792
C 4.582 8.876 -2.793
C 4.371 7.653 -3.749
C 3.649 8.064 -5.054
O 5.626 7.175 -4.194
H 5.309 9.580 -3.197
H 5.073 8.609 -1.857
H 3.782 9.599 -2.631
H 3.801 6.876 -3.240
H 4.242 8.812 -5.581
H 2.621 8.395 -4.907
H 3.553 7.299 -5.825
H 6.030 6.670 -3.485
C 6.411 0.698 0.661
C 5.242 1.648 0.997
C 4.104 0.991 1.796
O 5.709 2.742 1.640
H 5.909 -0.182 0.256
H 7.006 0.537 1.560
H 7.113 1.041 -0.099
H 4.759 1.910 0.055
H 3.393 1.754 2.113
H 4.635 0.563 2.646
H 3.578 0.199 1.262
H 5.507 2.662 2.575
C -1.479 -3.668 0.577
O -0.634 -2.645 0.055
C -0.099 -3.090 -1.208
C 1.023 -2.143 -1.675
N 0.587 -0.756 -1.714
C 1.669 0.193 -1.996
C 1.177 1.641 -1.841
O 0.705 1.909 -0.510
C 0.237 3.221 -0.364
H -0.864 -4.513 0.884
H -2.210 -4.025 -0.149
H -2.027 -3.278 1.435
H -0.871 -3.170 -1.973
H 0.350 -4.083 -1.170
H 1.367 -2.397 -2.678
H 1.854 -2.129 -0.970
H 0.167 -0.546 -0.820
H 2.127 0.038 -2.973
H 2.459 0.138 -1.247
H 0.346 1.831 -2.520
H 1.997 2.284 -2.161
H 1.023 3.949 -0.565
H -0.028 3.331 0.687
H -0.634 3.501 -0.957
C 4.394 3.420 -3.176
O 3.164 3.214 -3.905
C 2.540 4.405 -4.456
C 1.330 4.061 -5.372
N 0.354 5.101 -5.507
C -0.380 5.099 -4.248
C -1.813 5.816 -4.341
O -2.618 5.102 -5.293
C -4.013 5.456 -5.252
H 4.563 2.466 -2.677
H 4.238 4.158 -2.389
H 5.176 3.683 -3.888
H 3.243 5.006 -5.032
H 2.194 4.884 -3.540
H 0.936 3.060 -5.198
H 1.781 3.857 -6.343
H -0.329 4.722 -6.148
H 0.141 5.581 -3.421
H -0.628 4.076 -3.967
H -1.663 6.808 -4.765
H -2.229 5.973 -3.346
H -4.451 5.108 -4.316
H -4.550 4.992 -6.080
H -4.238 6.522 -5.239
C -2.359 -9.208 -6.884
O -2.768 -7.813 -6.853
C -1.660 -6.959 -6.861
C -1.929 -5.625 -6.277
N -2.370 -5.626 -4.891
C -2.599 -4.193 -4.516
C -3.468 -4.278 -3.209
O -4.603 -5.159 -3.385
C -5.348 -5.316 -2.152
H -1.698 -9.466 -6.056
H -1.854 -9.577 -7.776
H -3.282 -9.786 -6.828
H -1.181 -6.899 -7.839
H -0.886 -7.389 -6.225
H -2.666 -5.094 -6.880
H -1.091 -4.933 -6.359
H -3.323 -5.959 -4.870
H -3.163 -3.500 -5.140
H -1.690 -3.650 -4.253
H -3.890 -3.304 -2.959
H -2.775 -4.516 -2.403
H -5.979 -4.471 -1.874
H -4.686 -5.500 -1.306
H -5.968 -6.212 -2.165
C -6.755 3.001 -1.822
O -5.588 3.234 -0.979
C -5.124 4.604 -1.087
C -3.815 4.717 -0.243
N -3.063 5.930 -0.633
C -1.954 6.032 0.320
C -0.882 7.085 -0.180
O 0.070 7.281 0.820
C 0.928 8.417 0.622
H -7.619 3.610 -1.557
H -6.976 1.937 -1.738
H -6.575 3.254 -2.867
H -5.801 5.375 -0.722
H -4.971 4.858 -2.136
H -3.271 3.777 -0.335
H -4.203 4.728 0.775
H -3.615 6.776 -0.659
H -1.519 5.055 0.529
H -2.268 6.424 1.287
H -1.397 8.017 -0.414
H -0.423 6.719 -1.098
H 0.323 9.323 0.669
H 1.429 8.328 -0.341
H 1.687 8.411 1.404
C -6.400 -1.253 -1.787
O -6.473 -2.004 -0.561
C -5.197 -2.132 0.063
C -5.196 -2.761 1.497
N -5.692 -4.115 1.404
C -5.423 -4.751 2.694
C -6.442 -4.326 3.715
O -7.600 -5.157 3.627
C -8.551 -4.669 4.530
H -5.791 -1.739 -2.549
H -5.980 -0.275 -1.551
H -7.412 -1.034 -2.127
H -4.704 -1.161 0.100
H -4.427 -2.675 -0.485
H -5.807 -2.152 2.164
H -4.160 -2.660 1.818
H -6.696 -4.008 1.372
H -4.439 -4.497 3.087
H -5.419 -5.837 2.590
H -6.714 -3.279 3.577
H -6.063 -4.456 4.728
H -9.467 -5.259 4.519
H -8.774 -3.622 4.323
H -8.167 -4.797 5.542
C 4.787 -6.183 -3.709
O 3.417 -6.349 -3.991
C 2.535 -5.270 -3.824
C 1.216 -5.443 -4.546
N 0.130 -5.572 -3.576
C 0.225 -6.720 -2.664
C -1.048 -6.952 -1.898
O -0.842 -7.756 -0.725
C -1.995 -7.953 0.107
H 5.051 -5.627 -2.810
H 5.280 -5.544 -4.442
H 5.360 -7.105 -3.602
H 3.044 -4.450 -4.330
H 2.423 -4.954 -2.787
H 1.265 -6.265 -5.259
H 1.027 -4.570 -5.171
H -0.757 -5.724 -4.035
H 1.031 -6.522 -1.958
H 0.463 -7.630 -3.215
H -1.808 -7.384 -2.550
H -1.490 -5.987 -1.649
H -2.784 -8.533 -0.372
H -2.441 -7.066 0.555
H -1.664 -8.662 0.866
C -0.804 0.659 7.423
O -1.018 2.017 7.878
C -2.348 2.436 7.534
C -2.338 3.913 7.778
N -1.824 4.580 6.602
C -1.980 6.045 6.718
C -1.482 6.693 5.365
O -0.100 6.410 5.277
C 0.602 7.103 4.238
H -0.984 0.631 6.348
H -1.538 -0.091 7.717
H 0.223 0.324 7.566
H -3.099 1.927 8.139
H -2.575 2.119 6.516
H -1.736 4.113 8.665
H -3.359 4.184 8.044
H -0.857 4.447 6.342
H -1.430 6.522 7.530
H -3.040 6.251 6.871
H -1.635 7.771 5.310
H -2.068 6.269 4.550
H 0.087 7.042 3.280
H 1.540 6.557 4.133
H 0.726 8.107 4.644
C 4.954 -1.554 -2.428
O 4.443 -1.815 -1.118
C 4.992 -3.016 -0.500
C 4.232 -3.315 0.804
N 4.682 -4.475 1.495
C 4.435 -5.841 0.952
C 2.986 -6.267 0.622
O 2.415 -6.580 1.906
C 1.044 -6.902 2.018
H 4.576 -0.611 -2.824
H 4.611 -2.340 -3.100
H 6.039 -1.485 -2.358
H 6.046 -2.808 -0.317
H 4.937 -3.876 -1.168
H 3.149 -3.293 0.686
H 4.488 -2.428 1.383
H 5.688 -4.428 1.581
H 4.781 -6.604 1.649
H 5.019 -6.038 0.053
H 2.969 -7.150 -0.017
H 2.459 -5.509 0.043
H 0.348 -6.074 1.885
H 0.850 -7.451 2.939
H 0.831 -7.605 1.211
C 5.892 -1.640 4.437
O 5.697 -0.350 4.988
C 6.801 0.433 4.861
C 6.622 1.882 5.435
N 5.523 2.514 4.732
C 5.050 3.696 5.410
C 3.561 3.887 5.125
O 2.895 2.729 5.694
C 1.520 2.632 5.218
H 5.110 -1.792 3.692
H 5.702 -2.406 5.189
H 6.857 -1.846 3.974
H 7.066 0.522 3.808
H 7.585 -0.098 5.401
H 7.500 2.505 5.264
H 6.511 1.756 6.512
H 4.738 1.879 4.742
H 5.615 4.568 5.083
H 5.129 3.627 6.494
H 3.384 4.108 4.072
H 3.298 4.832 5.600
H 1.086 1.701 5.581
H 1.376 2.718 4.141
H 1.013 3.450 5.728
C 2.216 -3.620 3.954
O 1.292 -2.497 3.883
C 1.482 -1.734 2.694
C 0.553 -0.541 2.776
N -0.851 -0.868 2.387
C -1.610 0.304 1.945
C -1.588 1.462 2.945
O -2.248 2.533 2.355
C -2.646 3.562 3.228
H 2.140 -4.290 3.098
H 2.085 -4.195 4.871
H 3.226 -3.213 3.989
H 1.326 -2.376 1.827
H 2.536 -1.459 2.657
H 0.935 0.093 1.976
H 0.608 0.024 3.706
H -0.760 -1.567 1.663
H -2.629 -0.064 1.828
H -1.128 0.651 1.032
H -0.584 1.789 3.216
H -1.913 1.255 3.964
H -3.350 4.215 2.713
H -1.732 4.039 3.581
H -3.144 3.266 4.152
C 8.129 -2.145 -7.348
O 7.152 -1.251 -6.957
C 5.921 -1.925 -6.717
C 4.893 -0.856 -6.532
N 3.536 -1.311 -6.371
C 2.629 -0.229 -5.993
C 1.227 -0.785 -5.880
O 0.766 -1.274 -7.092
C -0.657 -1.572 -7.085
H 7.895 -2.849 -8.147
H 8.366 -2.834 -6.537
H 9.034 -1.628 -7.668
H 5.935 -2.631 -5.887
H 5.585 -2.449 -7.612
H 4.981 -0.258 -7.439
H 5.144 -0.164 -5.728
H 3.227 -1.923 -7.113
H 2.737 0.493 -6.802
H 3.008 0.160 -5.048
H 0.521 -0.105 -5.403
H 1.165 -1.567 -5.124
H -1.302 -0.728 -6.841
H -0.917 -2.372 -6.391
H -0.973 -2.008 -8.032
C -7.185 0.679 1.638
C -5.926 1.385 2.126
C -5.434 0.968 3.474
O -6.419 1.176 4.433
C -5.839 1.044 5.733
N -4.855 1.271 1.124
H -7.102 -0.389 1.840
H -7.410 0.857 0.586
H -8.067 0.914 2.233
H -6.122 2.451 2.238
H -4.516 1.489 3.746
H -5.165 -0.080 3.347
H -5.380 0.070 5.902
H -6.669 1.173 6.428
H -5.120 1.840 5.929
H -5.099 1.840 0.325
H -3.970 1.617 1.464
C -3.435 -2.194 4.910
C -2.265 -2.681 5.673
C -1.933 -4.178 5.277
O -3.093 -4.995 5.633
C -2.905 -6.405 5.529
N -1.175 -1.806 5.455
H -4.243 -2.926 4.917
H -3.128 -1.887 3.910
H -3.895 -1.300 5.329
H -2.285 -2.767 6.759
H -1.010 -4.509 5.753
H -1.817 -4.121 4.194
H -2.019 -6.612 6.129
H -2.597 -6.696 4.524
H -3.757 -7.015 5.827
H -1.140 -1.643 4.459
H -0.293 -2.246 5.676
```

Löwdin atomic charge list, values in e, 2 entries: C -0.04; C -0.48

(2)
A structure of composition CH5GaO2 in a non-equilibrium geometry. Source: the Open Molecules 2025 dataset; level of theory: ωB97M-V/def2-TZVPD.

As for the expectation value of S²: 0.763. As for the gap between HOMO and LUMO (alpha / beta): 0.4027 / 0.1801 hartree. The multiplicity is 2. Its charge is +1. As for the energy above the lowest of the compared OMol25 structures with the same formula, charge and spin: 112.3 kJ/mol. For the HOMO energy (alpha / beta), the calculation gives -16.21 / -14.43 eV.

Structure (XYZ):
```
9
CH5GaO2 ωB97M-V/def2-TZVPD
O -0.648 -0.676 -0.368
Ga -1.170 -2.245 -0.605
H -1.037 0.063 0.649
C 0.664 0.183 -0.622
H 1.489 -0.283 -0.054
H 0.838 0.095 -1.710
H 0.834 1.270 -0.529
O -0.763 0.941 1.257
H -0.206 0.651 1.982
```

Löwdin atomic charge list, values in e, 2 entries: O -0.42; Ga 1.04

(3)
A structure of composition C16H60F2InNO20S2 in a non-equilibrium geometry. Source: the Open Molecules 2025 dataset; level of theory: ωB97M-V/def2-TZVPD.

As for the expectation value of S²: 1.759. As for the gap between HOMO and LUMO (alpha / beta): 0.2250 / 0.0783 hartree. The multiplicity is 2. Its charge is +1. For the HOMO energy (alpha / beta), the calculation gives -11.33 / -11.32 eV.

Structure (XYZ):
```
102
C16H60F2InNO20S2 ωB97M-V/def2-TZVPD
In 0.136 2.171 -3.007
O -2.944 2.617 -2.341
C -3.468 1.775 -1.328
C -4.903 1.898 -0.687
O -5.946 2.347 -1.539
H -2.693 1.715 -0.564
H -3.451 0.770 -1.749
H -4.848 2.604 0.141
H -5.184 0.965 -0.197
N 0.357 0.438 -0.725
S 1.120 0.288 0.560
O 2.268 -0.645 0.586
O 0.444 0.630 1.806
F 1.894 1.673 0.300
S -0.567 -0.993 -0.404
O -1.721 -0.923 0.491
O 0.135 -2.255 -0.571
F -1.303 -0.987 -1.817
C 3.860 -1.918 3.320
O 3.130 -3.051 3.300
H 3.198 -1.094 3.051
H 4.386 -1.742 4.258
H 4.623 -1.903 2.542
H 3.733 -3.796 3.347
C -0.346 -2.728 3.367
O 0.539 -2.905 2.273
H -0.801 -3.669 3.675
H 0.224 -2.310 4.197
H -1.118 -1.984 3.169
H 1.429 -3.047 2.602
C 1.312 -1.530 -3.442
O 0.871 -0.579 -4.424
H 2.054 -2.207 -3.865
H 1.739 -0.968 -2.611
H 0.494 -2.151 -3.078
H 0.791 -1.063 -5.249
C -2.473 1.952 2.796
O -1.732 0.911 3.422
H -1.827 2.423 2.055
H -3.371 1.528 2.345
H -2.681 2.729 3.531
H -0.888 0.793 2.980
C -3.945 -1.633 2.748
O -4.318 -1.254 1.431
H -3.469 -0.798 3.262
H -4.797 -1.947 3.351
H -3.266 -2.482 2.675
H -3.506 -1.039 0.967
C 0.215 4.174 3.677
O 0.658 3.871 2.360
H 0.908 4.838 4.195
H -0.774 4.626 3.743
H 0.306 3.327 4.357
H 1.528 3.481 2.471
C 3.571 -3.364 -0.557
O 2.328 -3.990 -0.844
H 4.384 -4.089 -0.596
H 3.824 -2.545 -1.230
H 3.512 -3.029 0.478
H 1.603 -3.392 -0.647
C 4.354 2.139 2.274
O 3.307 3.136 2.377
H 3.934 1.197 1.922
H 5.041 2.446 1.486
H 4.922 2.055 3.201
H 3.786 3.968 2.408
C -1.935 -4.633 0.264
O -2.652 -5.606 -0.451
H -2.328 -3.643 0.035
H -2.133 -4.753 1.330
H -0.892 -4.737 -0.036
H -2.529 -6.476 -0.063
C -1.109 4.730 -0.165
O -0.171 3.696 -0.327
H -0.580 5.396 0.516
H -1.497 5.348 -0.975
H -1.934 4.331 0.425
H 0.153 3.491 0.553
C -2.106 -0.860 -5.010
O -1.852 0.452 -4.610
H -1.584 -1.081 -5.941
H -1.870 -1.591 -4.237
H -3.161 -0.963 -5.265
H -1.871 1.057 -5.355
C 4.094 0.608 -2.228
O 3.103 1.385 -2.875
H 4.992 1.165 -1.961
H 3.672 0.221 -1.301
H 4.303 -0.303 -2.788
H 3.411 1.402 -3.784
C -3.907 -2.899 -2.451
O -3.126 -4.008 -2.802
H -3.449 -2.468 -1.561
H -4.028 -2.128 -3.212
H -4.848 -3.366 -2.162
H -3.218 -4.581 -2.038
C 3.139 4.188 -1.233
O 2.388 4.041 -2.392
H 4.075 3.634 -1.299
H 3.453 5.223 -1.102
H 2.543 3.864 -0.380
H 2.876 4.391 -3.140
```

Löwdin atomic charge list, values in e, 2 entries: In 1.39; O -0.02